# 1
# C12H16N2

The molecule C12H16N2 in a non-equilibrium geometry (ωB97M-V with the def2-TZVPD basis set, the Open Molecules 2025 dataset).

Summary:
**Strongest force on any atom**: 5.614 eV/Å
**HOMO**: -8.83 eV
**Structure (SMILES)**: Cc1cccc(C)c1CC1=NCCN1
**Relative energy (zero: lowest compared OMol25 entry of this formula, charge and spin)**: 228.71 kJ/mol
**HOMO-LUMO gap**: 9.70 eV

```
! RIJCOSX wB97M-V def2-TZVPD def2/J DEFGRID3
* xyz 0 1
C 1.041 -3.039 -0.051
C 0.111 -2.055 -0.791
C -0.845 -2.608 -1.634
C -1.603 -1.774 -2.469
C -1.558 -0.365 -2.334
C -0.508 0.193 -1.542
C -0.429 1.746 -1.316
C 0.333 -0.631 -0.698
C 1.426 0.012 -0.031
C 0.953 0.752 1.216
N 1.523 1.827 1.441
C 0.842 2.364 2.573
C -0.526 1.909 2.380
N -0.233 0.507 2.019
H 0.438 -3.945 0.117
H 2.019 -3.390 -0.516
H 1.111 -2.595 0.924
H -0.917 -3.682 -1.645
H -2.414 -2.015 -3.047
H -2.129 0.166 -3.194
H -0.125 2.027 -0.295
H -1.506 2.146 -1.358
H 0.130 2.350 -2.007
H 1.593 0.865 -0.704
H 2.193 -0.689 0.308
H 1.171 1.866 3.500
H 1.070 3.423 2.668
H -1.099 2.537 1.697
H -1.085 1.980 3.319
H -0.979 0.116 1.468
*
```


# 2
# C12H16N2

A 2-piece molecular cluster, C12H16N2 overall in a non-equilibrium geometry (ωB97M-V with the def2-TZVPD basis set, the Open Molecules 2025 dataset).

Summary:
**Strongest force on any atom**: 2.770 eV/Å
**HOMO**: -8.37 eV
**Structure (SMILES)**: CCc1c[nH]cn1.Cc1ccccc1
**Relative energy (zero: lowest compared OMol25 entry of this formula, charge and spin)**: 87.19 kJ/mol
**HOMO-LUMO gap**: 9.18 eV

```
! RIJCOSX wB97M-V def2-TZVPD def2/J DEFGRID3
* xyz 0 1
C 2.219 2.173 -1.287
C 2.582 0.883 -0.570
C 1.851 0.873 0.770
C 2.047 -0.069 1.811
N 1.154 0.321 2.746
C 0.413 1.364 2.310
N 0.835 1.707 1.117
H 1.128 2.305 -1.301
H 2.532 2.171 -2.326
H 2.601 3.060 -0.784
H 2.276 0.055 -1.171
H 3.634 0.965 -0.285
H 2.719 -0.892 1.970
H 1.006 -0.068 3.666
H -0.468 1.773 2.775
C -1.636 -0.103 -2.623
C -1.732 -0.970 -1.381
C -0.593 -1.379 -0.670
C -0.647 -1.808 0.646
C -1.885 -1.835 1.319
C -3.005 -1.518 0.605
C -2.946 -1.193 -0.786
H -1.668 0.938 -2.290
H -2.492 -0.380 -3.246
H -0.684 -0.168 -3.164
H 0.415 -1.163 -1.019
H 0.272 -2.103 1.147
H -2.003 -2.178 2.341
H -4.028 -1.583 0.969
H -3.898 -1.179 -1.292
*
```


# 3
# C12H16N2

A 2-piece molecular cluster, C12H16N2 overall in a non-equilibrium geometry (ωB97M-V with the def2-TZVPD basis set, the Open Molecules 2025 dataset).

Summary:
**Strongest force on any atom**: 2.424 eV/Å
**HOMO**: -8.62 eV
**Structure (SMILES)**: CCc1c[nH]cn1.Cc1ccccc1
**Relative energy (zero: lowest compared OMol25 entry of this formula, charge and spin)**: 74.20 kJ/mol
**HOMO-LUMO gap**: 9.52 eV

```
! RIJCOSX wB97M-V def2-TZVPD def2/J DEFGRID3
* xyz 0 1
C 1.107 2.395 0.814
C -0.405 2.328 0.598
C -0.749 1.857 -0.784
C -0.601 2.559 -1.945
N -0.944 1.684 -2.951
C -1.279 0.511 -2.366
N -1.148 0.571 -1.065
H 1.496 2.907 -0.064
H 1.443 1.363 0.669
H 1.477 2.677 1.797
H -1.010 1.954 1.423
H -0.870 3.334 0.572
H -0.349 3.577 -2.173
H -0.745 1.798 -3.930
H -1.638 -0.356 -2.898
C -1.745 -1.166 1.695
C -0.325 -1.573 1.376
C -0.107 -2.719 0.624
C 1.168 -3.067 0.179
C 2.246 -2.300 0.580
C 2.043 -1.177 1.374
C 0.780 -0.820 1.801
H -2.435 -1.604 0.979
H -1.779 -0.091 1.514
H -2.096 -1.353 2.711
H -0.962 -3.330 0.354
H 1.292 -4.064 -0.225
H 3.248 -2.589 0.299
H 2.930 -0.684 1.743
H 0.588 -0.073 2.562
*
```


# 4
# C12H16N2

A 2-piece molecular cluster, C12H16N2 overall in a non-equilibrium geometry (ωB97M-V with the def2-TZVPD basis set, the Open Molecules 2025 dataset).

Summary:
**Strongest force on any atom**: 1.769 eV/Å
**HOMO (alpha / beta)**: -11.46 / -11.46 eV
**Relative energy (zero: lowest compared OMol25 entry of this formula, charge and spin)**: 54.93 kJ/mol
**HOMO-LUMO gap (alpha / beta)**: 7.55 / 3.75 eV

```
! RIJCOSX wB97M-V def2-TZVPD def2/J DEFGRID3
* xyz 1 2
C -1.708 -1.053 0.897
C -1.386 -1.619 2.282
C -0.868 -1.591 -0.219
C 0.488 -1.240 -0.230
C -1.350 -2.528 -1.116
C 1.366 -2.002 -0.981
C -0.489 -3.043 -2.093
C 0.869 -2.816 -1.997
H -2.787 -1.036 0.712
H -1.604 0.009 1.059
H -1.422 -2.712 2.252
H 0.846 -0.447 0.418
H -2.405 -2.692 -1.234
H 2.435 -1.817 -0.973
H -0.971 -3.640 -2.852
H 1.538 -3.186 -2.762
H -2.112 -1.268 3.011
H -0.359 -1.405 2.575
C -0.952 2.782 0.696
C 1.055 3.140 -0.903
C 0.462 2.995 0.406
C 2.544 2.639 0.580
N 2.330 2.826 -0.787
N 1.444 2.662 1.275
H 0.536 3.386 -1.819
H 3.053 2.910 -1.488
H -1.508 2.273 -0.095
H -1.524 3.727 0.698
H 3.497 2.294 0.957
H -1.021 2.454 1.732
*
```


# 5
# C12H16N2O

A 2-piece molecular cluster, C12H16N2O overall in a non-equilibrium geometry (ωB97M-V with the def2-TZVPD basis set, the Open Molecules 2025 dataset).

Summary:
**Strongest force on any atom**: 1.737 eV/Å
**HOMO (alpha / beta)**: 0.19 / -3.19 eV
**Relative energy (zero: lowest compared OMol25 entry of this formula, charge and spin)**: 6.26 kJ/mol
**HOMO-LUMO gap (alpha / beta)**: 3.34 / 6.65 eV

```
! RIJCOSX wB97M-V def2-TZVPD def2/J DEFGRID3
* xyz -1 2
C 1.747 2.951 0.505
C -0.433 1.673 -0.163
C 0.844 2.221 -0.433
C -0.739 0.702 -1.148
C 1.231 1.718 -1.666
C -1.429 1.941 0.844
C -1.841 -0.137 -1.060
C -2.572 1.161 0.872
C -2.786 0.078 -0.001
N 0.290 0.767 -2.076
H -1.268 2.681 1.620
H 2.573 2.293 0.799
H 1.294 3.255 1.449
H 2.119 1.875 -2.255
H 0.229 0.389 -3.010
H -2.107 -0.908 -1.783
H -3.393 1.494 1.510
H -3.796 -0.320 0.041
H 2.161 3.864 0.059
C 0.175 -3.058 0.580
C 0.755 -2.814 -0.796
C 0.736 -2.193 1.699
O 1.040 -2.662 2.785
N 0.922 -0.911 1.362
H -0.902 -2.890 0.526
H 0.372 -4.079 0.900
H 0.545 -3.644 -1.477
H 1.831 -2.643 -0.759
H 1.462 -0.289 1.940
H 0.594 -0.563 0.474
H 0.343 -1.953 -1.336
*
```


# 6
# C12H16N2O

A 2-piece molecular cluster, C12H16N2O overall in a non-equilibrium geometry (ωB97M-V with the def2-TZVPD basis set, the Open Molecules 2025 dataset).

Summary:
**Strongest force on any atom**: 1.678 eV/Å
**HOMO (alpha / beta)**: 1.03 / -3.28 eV
**Relative energy (zero: lowest compared OMol25 entry of this formula, charge and spin)**: 188.79 kJ/mol
**HOMO-LUMO gap (alpha / beta)**: 1.86 / 6.06 eV

```
! RIJCOSX wB97M-V def2-TZVPD def2/J DEFGRID3
* xyz -1 2
C -1.273 -2.022 -1.710
C -2.338 -3.074 -1.506
C -1.679 -0.767 -2.398
C -2.724 -0.427 -3.198
C -1.341 1.272 -3.043
N -0.842 0.327 -2.321
N -2.556 0.893 -3.588
H -0.667 -1.830 -0.848
H -0.534 -2.429 -2.379
H -2.634 -3.740 -2.315
H -3.562 -1.004 -3.567
H -0.878 2.239 -3.085
H -2.851 1.118 -4.526
H -3.313 -2.675 -1.191
H -2.036 -3.738 -0.686
C 2.123 0.104 4.579
C 0.637 0.668 1.084
C 1.587 1.566 0.559
C 0.796 0.244 2.424
C 1.884 0.612 3.190
C 2.668 1.991 1.284
C 2.871 1.441 2.601
O 1.309 1.989 -0.743
H -0.238 0.409 0.513
H 0.069 -0.397 2.898
H 3.405 2.642 0.827
H 1.981 2.655 -0.963
H 3.025 -0.486 4.618
H 1.293 -0.495 4.970
H 3.565 1.978 3.234
H 2.252 0.935 5.284
*
```